DFT (ωB97M-V with the def2-TZVPD basis set) results for C38H57BCdF4N5O2S4 as an isolated structure.

The geometry in XYZ format:
```
112
Properties=species:S:1:pos:R:3:forces:R:3
C -4.37403 -1.22273 -1.83904 -0.06 0.02 0.01
C -4.10573 -0.48114 2.21729 -0.04 0.01 -0.04
H 5.34883 -1.68895 2.55766 -0.03 -0.03 -0.03
C -2.76685 2.77399 -1.51084 0.02 -0.10 0.00
H 1.40610 5.37736 1.98684 -0.03 -0.04 -0.01
H 1.85470 -2.03396 -0.29925 0.02 0.08 0.10
C -0.31212 3.10798 -1.63605 0.12 0.15 -0.01
S -2.68011 -1.18334 -2.06848 0.09 0.03 -0.04
C 0.82658 -3.84146 -2.76464 0.06 -0.08 -0.02
H 1.53281 3.64505 1.60244 -0.07 0.09 0.00
C -2.45705 -2.67264 -1.22930 0.07 -0.04 -0.01
C 2.39733 0.71631 2.38798 0.10 -0.07 -0.12
H 0.57047 0.06321 -6.28380 0.02 0.00 -0.01
C -1.02345 -3.20191 -1.06297 0.13 0.18 0.04
C 3.03570 -1.28576 1.06115 0.19 0.41 0.01
H -0.91872 5.32389 -0.16901 -0.06 0.01 -0.03
C -1.03390 -4.48143 -0.19109 0.00 0.12 -0.10
C -4.75996 -2.32453 -1.14098 0.04 -0.10 0.05
C -1.87802 1.16073 0.73035 -0.07 0.22 -0.03
C 0.85912 4.51017 1.59728 0.12 -0.01 -0.02
N 3.29697 -0.24818 1.95616 -0.28 -0.09 -0.03
H 2.02715 1.81146 -2.92263 0.01 0.03 -0.01
C -1.14497 3.00134 1.90808 0.10 -0.02 -0.02
C 2.42916 1.02402 -3.55664 -0.03 0.02 -0.03
H 0.61895 1.42000 2.54176 0.06 -0.11 -0.02
C -1.77439 4.80555 -0.58917 -0.13 0.05 0.03
C -0.48341 -3.62979 -2.45141 0.00 0.00 0.13
F 4.25423 2.27788 0.75218 0.01 -0.03 -0.49
N 2.06257 -1.20646 0.25269 -0.25 -0.25 0.04
C -2.66711 -0.36177 2.74037 0.00 0.04 -0.04
H -1.69311 -0.18130 4.67640 -0.07 -0.01 -0.02
H -3.26610 0.63246 4.58524 0.03 -0.05 -0.02
O -0.19301 -2.27460 -0.50880 -0.28 -0.44 -0.04
H 0.60584 3.44130 -1.14566 -0.05 -0.04 -0.06
C -2.70467 -0.24998 4.26413 0.00 0.03 0.08
C 3.71513 -3.42543 0.19565 0.04 0.04 -0.01
H 2.39536 2.43805 3.38749 0.01 -0.03 0.04
H -0.79262 6.20831 3.26701 -0.02 -0.03 -0.06
H 1.98797 -4.52433 -4.52956 -0.04 0.01 0.02
H 1.96601 -1.57179 -4.95450 -0.07 0.04 0.03
H -2.55644 0.70792 0.01831 0.00 0.04 -0.08
H -0.22476 -6.15529 2.59469 -0.01 0.02 -0.05
C 1.01954 -4.30868 -4.09520 -0.01 -0.07 0.07
H 0.62747 4.69968 0.55236 0.06 0.00 0.10
C -1.91434 -1.63980 2.37139 0.09 -0.05 -0.04
H -2.24735 5.23982 2.97653 0.06 0.01 0.00
H -0.70092 3.88464 4.58713 0.05 0.01 -0.02
C -3.65406 -3.15900 -0.79201 -0.05 0.03 0.01
H 1.81546 2.18157 -5.29481 0.00 -0.03 0.01
H -1.46012 2.01276 3.89536 0.01 0.01 -0.07
C -0.39102 4.23373 2.44361 -0.01 -0.01 -0.11
H 3.95605 -3.11534 -0.83083 -0.02 0.01 0.04
H 1.62237 -3.66283 -2.05350 -0.04 -0.01 -0.03
C -1.54071 1.95609 2.81841 -0.09 0.18 0.04
C 5.28799 -2.10577 1.55087 0.03 -0.01 0.02
S -1.48645 -4.00028 -3.79503 -0.10 0.01 -0.01
C -1.21571 -6.76383 0.78037 0.02 -0.03 0.04
C 2.01308 1.14158 -5.03011 0.02 0.03 0.01
H 0.69737 3.03386 3.93517 -0.16 0.11 0.04
H -5.78701 -2.53207 -0.86698 0.07 0.00 -0.01
H -0.01610 -3.72520 1.52020 -0.04 -0.03 -0.01
F 4.52627 0.72286 -0.94861 -0.20 0.36 0.17
H -3.65875 2.77039 -0.87797 0.04 0.03 -0.03
H -4.11558 -0.67417 1.14133 0.00 0.02 0.04
H 4.35577 -4.26208 0.47007 0.01 0.02 0.00
H -2.60138 1.75921 -1.87689 0.00 -0.02 0.03
C -0.59450 -5.88607 1.61320 0.02 0.09 0.01
H -0.88303 -1.60100 2.73824 -0.03 0.00 -0.02
H 3.50516 0.98882 -3.38441 -0.06 -0.01 -0.02
H -4.62720 -1.30914 2.71126 0.02 0.02 -0.03
C -0.15561 -4.44568 -4.77351 0.09 -0.04 -0.02
H 5.81618 -3.05571 1.58002 0.00 -0.04 -0.01
S -1.66425 -6.00807 -0.69091 -0.06 0.01 -0.10
H -4.66064 0.44233 2.40342 0.00 -0.03 0.01
O 0.38955 -0.04173 -2.20698 0.20 0.23 -0.17
H 4.24096 -0.10792 2.25655 0.08 0.05 0.01
C 1.13191 -1.03640 -4.48642 -0.09 0.03 -0.10
C -0.48533 -4.57851 1.04941 0.01 -0.02 0.08
H -0.30324 -4.76209 -5.79632 0.01 0.03 0.09
H -2.64918 5.01238 0.03260 0.04 -0.02 -0.01
H 5.80987 -1.44075 0.85226 -0.04 0.01 0.00
H -3.74264 -4.07494 -0.22272 0.00 0.05 -0.03
C -2.01666 0.86915 2.13561 0.03 -0.12 -0.10
H -0.09462 0.69684 -4.77197 0.03 -0.02 -0.02
C -1.42767 2.55515 0.60878 -0.06 -0.07 0.06
Cd 0.04494 -0.06071 0.14947 -0.04 -0.19 0.05
N 3.04057 1.70266 3.13680 0.01 -0.02 -0.02
H -1.42920 -7.81019 0.94989 0.02 0.10 -0.02
H -1.41365 6.02311 1.63348 -0.02 -0.06 0.01
H -3.18540 -1.13614 4.68958 0.02 0.02 -0.01
C 0.78977 0.24645 -5.23087 0.00 0.01 0.05
H -0.43448 3.67841 -2.56668 0.00 -0.02 0.05
H 3.78913 2.11003 2.58218 0.03 -0.05 0.02
H -2.40585 -2.51802 2.80501 0.03 0.02 0.01
H 2.68378 -3.77882 0.22614 0.00 0.01 0.00
H -1.95052 5.23307 -1.58129 -0.02 -0.01 0.03
N 3.90826 -2.35972 1.16345 0.01 -0.02 -0.02
H -2.95815 3.41197 -2.38072 0.03 -0.05 0.04
H -4.99466 -0.41779 -2.20845 0.06 -0.08 0.03
H -0.18241 2.06397 -1.90395 0.02 -0.12 0.00
C -1.53975 3.30109 -0.74088 0.04 -0.07 0.13
F 4.15266 2.95662 -1.46294 -0.07 -0.38 0.30
H 0.30639 -1.73042 -4.31786 0.08 0.13 -0.06
H 2.82525 0.78906 -5.67279 -0.02 0.02 0.01
C -1.26430 5.50106 2.57454 -0.01 0.00 0.04
F 2.43877 1.67238 -0.59224 0.61 0.14 0.18
H 0.76353 4.78924 4.18565 -0.01 -0.04 -0.01
N 1.14624 0.62958 2.17466 -0.03 -0.01 0.02
C 0.12050 3.96217 3.87052 -0.03 -0.07 0.06
H -1.88277 -1.79100 1.29027 0.01 0.02 0.05
B 3.84768 1.91248 -0.56791 -0.12 -0.02 -0.28
S 1.68232 -0.48455 -2.86136 -0.19 -0.06 0.28
```
Forces are in eV/Å.

gap between HOMO and LUMO = 6.6 eV
total charge = -1
E_LUMO = 0.0814 Eh


DFT (ωB97M-V with the def2-TZVPD basis set) results for C38H57ClInN7O4P2Si as an isolated structure at a distorted geometry.

The geometry in XYZ format:
```
111
Properties=species:S:1:pos:R:3:forces:R:3
C -1.28581 -1.73781 5.16691 0.01 -0.31 0.05
H -4.19420 -1.45614 0.67057 0.29 0.93 -1.12
C -1.63441 -2.27980 3.92927 0.64 0.89 1.15
C 0.17173 -0.20991 4.11121 -0.47 -0.14 0.55
P 1.28813 4.71180 -2.30912 -0.30 0.50 -0.11
H -0.99935 0.37013 7.16523 -0.21 -0.15 -0.14
N 2.25328 2.66900 -3.75113 -1.46 0.28 -0.22
H -3.70193 -7.71796 0.22492 -0.41 -0.51 -0.38
O -4.38812 -0.75198 -1.77072 0.19 0.03 0.41
Si 1.04629 -2.83162 -2.85936 0.26 1.43 1.84
H 1.71388 6.91685 0.03116 -0.58 0.28 -0.18
H 2.77030 1.56352 2.42083 0.36 -0.56 0.01
P 0.30776 0.18183 1.40914 1.24 -1.24 -1.79
Cl -3.38631 0.26863 -1.81423 -1.02 -0.30 -0.34
C -0.14120 -0.00733 6.61817 1.90 1.14 -1.01
C -1.89713 4.63925 -0.07387 -0.15 -0.08 -0.48
C 2.76379 4.02997 -1.49324 0.49 -1.39 0.68
C -0.20023 -0.71043 2.84469 0.53 0.79 0.82
H -0.27574 2.21388 0.38050 -0.22 -0.20 0.78
C 2.92507 0.48346 2.29280 2.12 -0.28 0.09
O -3.96163 1.56848 -1.73644 0.36 -0.01 -0.18
C 0.75577 -3.27800 -4.64465 -1.02 0.91 1.14
H -4.09353 -1.59165 2.36386 0.37 0.44 0.82
C -0.25576 1.90341 1.45501 -0.06 1.25 0.36
H -2.30075 -3.09151 3.88526 -0.80 -0.95 -0.04
C 0.64440 2.89030 2.21565 0.51 0.56 -1.28
H 4.37617 4.36758 -4.12723 -0.43 0.62 1.15
C -3.69175 -5.75007 0.81228 -0.59 -0.71 -0.05
H 0.91134 0.56513 4.26706 -0.02 0.22 -0.61
H -2.11806 2.90104 1.97976 0.28 0.19 -0.20
H 4.02343 0.22393 2.17975 -0.89 0.75 -0.01
H -1.19894 5.87657 1.67316 -0.36 -0.12 -0.19
C -1.66315 1.91588 2.08704 -0.58 0.45 -2.06
H 2.46838 -4.57424 -1.69426 0.93 0.02 0.30
H -2.05841 2.66342 -4.46117 -0.10 -0.89 0.19
N 0.05190 2.83287 -4.20870 1.07 -0.52 0.33
H -0.05891 -4.40151 2.79569 -0.04 -0.08 -0.84
N 2.78428 2.98917 -0.65945 -0.52 0.03 -0.58
C -1.60063 -4.60763 1.33030 -0.46 -0.41 -0.37
H 2.55139 1.09150 -5.24105 0.22 0.30 0.51
H -5.43808 -4.57795 0.94623 -0.50 0.12 0.04
H 0.25869 -5.66613 1.58273 -0.15 0.61 -0.14
C -0.40296 -0.65884 5.28529 -0.61 -0.45 -0.17
H 2.18818 5.36500 0.61806 0.18 -0.22 0.01
H 0.40951 -3.90633 1.15117 0.12 -0.16 0.13
H -5.15614 -6.85674 -0.40066 0.22 0.05 -0.02
H 0.16835 3.88357 2.36114 0.35 -0.50 -0.84
H -1.77810 -6.72923 0.86088 -0.37 1.10 0.12
H -2.93900 4.47858 -0.02198 -0.83 -0.28 0.36
C -4.39532 -2.09908 1.47750 -1.70 -0.63 0.42
C 0.01808 4.64027 -1.00656 0.38 -0.53 -0.33
H 2.68672 -0.04824 3.20366 -0.41 -0.03 0.31
C 4.81489 3.20362 -1.53124 1.37 1.41 -1.52
N 4.00474 4.23303 -2.01172 0.50 -0.72 -0.07
H -1.41522 3.89169 -3.36803 -0.59 -0.11 0.17
C -0.16720 -4.65046 1.70731 0.70 -0.42 0.85
C -4.48940 -6.99984 0.45149 1.49 0.15 -0.23
H 1.19167 6.29854 1.62448 -0.26 0.77 1.37
C 2.60859 -1.57099 -2.76561 -0.63 -0.76 -1.37
N -1.21158 4.16840 -1.15428 0.99 0.40 -0.20
C 1.09715 3.29923 -3.45739 0.66 -0.50 0.07
C -1.26731 3.36472 -4.30380 -0.32 1.53 0.78
H -0.05135 1.31094 -5.64494 -0.82 -0.84 -0.92
C 1.89170 1.77411 -4.70812 0.04 -1.10 -0.69
H 0.32381 -2.44287 -5.22477 0.05 -0.66 0.18
H 0.52395 0.86592 6.34506 -0.75 -0.54 0.71
C -1.15538 -1.73928 2.71943 -0.01 -0.22 0.16
H -1.63275 -2.13516 6.13914 -0.25 -0.09 -0.89
C -1.09922 5.36584 0.72381 1.75 0.94 0.76
C -4.37168 -4.59391 1.03638 0.75 1.93 0.28
H 3.33171 5.63779 -3.29846 0.26 -0.03 -0.46
H 2.48940 -0.62430 -3.31898 -0.51 -0.37 -0.01
H 2.19573 -2.10557 1.74797 -0.06 -1.01 0.89
H 1.66148 2.90994 1.76064 -0.95 0.69 0.01
C 0.55126 1.80476 -4.95612 0.88 1.36 0.55
C 1.36687 6.07217 0.61722 0.13 -1.53 -1.00
H 0.80325 2.62529 3.20959 0.18 -1.08 1.91
H 3.59886 -1.64684 0.69744 -0.33 -0.27 0.28
C -2.29042 -3.39568 1.38041 -0.48 -0.61 0.49
C -0.63253 -2.15139 -2.14044 1.00 -1.87 -1.50
C 2.51672 -1.57730 0.89071 -0.27 1.32 -1.33
C 2.19724 -0.08928 1.11516 -1.46 0.30 -0.15
O -2.55394 0.14194 -0.52675 -0.37 0.28 -1.19
H -1.36409 4.11274 -5.07630 0.32 0.20 -0.56
H 1.99795 -1.93903 -0.02156 0.26 0.00 0.59
C -2.30720 -5.74189 0.96322 0.50 -1.67 0.16
H -1.69483 1.72789 3.12234 0.31 -0.69 1.27
H 2.44627 0.44098 0.19110 -0.27 0.25 0.14
H -1.07063 -1.71998 -3.04856 -0.25 0.54 0.68
H -5.51132 -2.18431 1.53176 0.93 -0.30 -0.10
H -5.06985 -7.41723 1.25717 -0.21 0.10 0.51
H 5.88553 3.13512 -1.78113 -0.87 0.07 0.00
H 0.99950 -5.31687 -2.12724 -0.18 0.09 -0.55
N 0.17611 5.36383 0.13447 -1.12 0.35 -0.29
H 0.48531 -0.61595 7.26631 -0.19 -0.25 0.21
H -2.34601 1.26192 1.53247 0.11 -0.15 0.35
H 5.08135 5.68179 -3.11527 0.01 -0.15 0.16
H 4.25095 1.51062 -0.25737 0.34 0.18 0.18
C 4.04619 2.44693 -0.75129 -1.46 -0.23 1.24
O -2.59755 0.06522 -3.00687 0.26 0.70 1.09
H 3.05383 -1.23471 -1.83755 -0.06 -0.48 0.43
H 0.95174 -4.29595 -0.77249 0.70 0.33 -0.81
In -0.95599 -1.23840 -0.30252 0.32 0.19 0.67
H -1.18826 -3.11455 -2.02452 0.20 0.38 -0.03
H 3.37127 -2.11722 -3.36974 -0.16 0.26 0.57
H 1.65933 -3.60220 -5.04168 1.79 -0.39 -1.06
C 1.42603 -4.37113 -1.78919 -1.16 0.08 0.48
C 4.22254 5.01225 -3.20957 0.54 0.03 -0.84
N -1.57917 -2.20041 1.51000 0.69 0.87 -0.46
C -3.67437 -3.39018 1.31357 -1.01 -0.78 -0.45
H 0.15305 -4.16926 -4.56818 -0.76 -0.12 -0.41
```
Forces are in eV/Å.

gap between HOMO and LUMO = 8.0 eV
total charge = 0
E_LUMO = 0.0193 Eh


The records above give, respectively, energy above the lowest of the compared OMol25 structures with the same formula, charge and spin values of 0.938, 4.838 eV.